(1)
{
  "formula": "C3H4NOS",
  "method": "ωB97M-V/def2-TZVPD",
  "total_energy_ha": -644.40608,
  "e_homo_ev": -14.578,
  "max_force_ha_per_bohr": 0.0889,
  "e_above_lowest_kj_mol": 381.4,
  "lumo_energy_ev": -6.09,
  "multiplicity": 1,
  "homo_lumo_gap_ev": 8.49,
  "total_charge": 1,
  "symbols": ["S", "O", "N", "C", "C", "C", "H", "H", "H", "H"],
  "coordinates": [[-0.109161, -1.817823, 0.514591], [-1.424286, -1.210822, -0.160586], [0.247462, 0.518652, 1.189291], [0.468686, 1.419319, 0.386776], [-0.287711, -0.887838, -0.924076], [0.069828, -0.562076, 1.778399], [-0.227645, -1.475374, -1.938446], [1.465887, 1.808108, 0.254944], [-0.344014, 2.055506, -0.148470], [0.140955, 0.152350, -0.952422]],
  "forces_ev_per_a": [[1.35, -1.33, 0.61], [-1.76, 0.91, -0.52], [-0.31, -2.43, 1.64], [-0.73, 4.28, -1.44], [0.80, -1.05, -4.09], [0.13, 1.51, 0.61], [0.01, 1.07, 2.09], [0.45, -0.15, -0.01], [1.02, -1.34, 1.27], [-0.95, -1.47, -0.16]],
  "nbo_charge": [1.1333, -0.5287, -0.2932, -0.1034, -0.2410, 0.0056, 0.2749, 0.2521, 0.2616, 0.2387]
}

=====

(2)
{
  "formula": "C3H16N2O2",
  "method": "ωB97M-V/def2-TZVPD",
  "total_energy_ha": -383.30063,
  "e_homo_ev": -18.678,
  "max_force_ha_per_bohr": 0.0389,
  "e_above_lowest_kj_mol": 90.7,
  "lumo_energy_ev": -6.27,
  "multiplicity": 1,
  "homo_lumo_gap_ev": 12.41,
  "total_charge": 2,
  "symbols": ["O", "O", "N", "N", "C", "C", "C", "H", "H", "H", "H", "H", "H", "H", "H", "H", "H", "H", "H", "H", "H", "H", "H"],
  "coordinates": [[-0.402038, 0.542125, 3.595462], [2.809588, -2.025216, -1.842006], [0.145653, -1.526314, -1.819101], [-0.704770, 2.046270, 1.215277], [0.202164, -0.572342, -0.662541], [-1.055630, 1.645795, -0.185527], [-1.131691, 0.118475, -0.467985], [1.011078, -2.119159, -1.868839], [3.536270, -2.201739, -1.230466], [0.533373, -1.134988, 0.213898], [-0.320029, 2.997080, 1.281124], [0.163156, -1.013394, -2.697052], [-1.980771, 2.131585, -0.484036], [-0.678937, 1.024805, 4.413424], [-0.698921, -2.101174, -1.783360], [-0.009476, 1.385362, 1.583212], [-1.756503, 0.121833, -1.363564], [-0.102622, -0.268680, 4.026476], [1.061869, 0.059454, -0.881144], [-1.766837, -0.294001, 0.315136], [-1.507280, 1.925076, 1.845657], [-0.310307, 2.091066, -0.850946], [2.962662, -2.831918, -2.353099]],
  "forces_ev_per_a": [[-0.32, 0.42, 1.32], [0.35, -1.02, 0.01], [0.14, -0.39, -0.02], [0.04, -0.83, -0.02], [0.71, -0.57, 0.21], [0.46, 0.14, -1.24], [-0.67, 1.81, 0.54], [-0.20, 0.37, 0.52], [0.03, 0.75, 0.65], [-0.33, -0.17, -0.11], [-0.28, -0.18, 0.02], [-0.30, 0.13, -0.23], [-0.20, -0.07, 0.40], [0.16, -0.07, -1.02], [0.12, -0.10, -0.13], [0.03, 0.32, 0.40], [0.20, -0.38, -0.19], [0.16, -0.30, -0.42], [-0.28, 0.45, -0.12], [0.19, -0.57, 0.00], [0.18, 0.26, -0.01], [0.11, -0.02, 0.24], [-0.31, 0.02, -0.80]],
  "nbo_charge": [-0.9991, -0.9701, -0.6780, -0.6763, -0.2419, -0.2252, -0.4647, 0.4855, 0.5102, 0.2443, 0.4632, 0.4419, 0.2559, 0.5038, 0.4430, 0.4613, 0.2588, 0.5022, 0.2410, 0.2539, 0.4616, 0.2312, 0.4976]
}

=====

(3)
{
  "formula": "C3H10N4",
  "method": "ωB97M-V/def2-TZVPD",
  "total_energy_ha": -339.18471,
  "smiles": "[H]/N=N\\C(C)C.[H]/N=N/[H]",
  "e_homo_ev": -9.027,
  "max_force_ha_per_bohr": 0.0780,
  "e_above_lowest_kj_mol": 376.1,
  "lumo_energy_ev": 0.26,
  "multiplicity": 1,
  "homo_lumo_gap_ev": 9.29,
  "symbols": ["N", "N", "N", "N", "C", "C", "C", "H", "H", "H", "H", "H", "H", "H", "H", "H", "H"],
  "coordinates": [[0.371721, 2.184270, 0.335094], [2.819910, -0.658487, 0.726831], [-0.505109, 1.543978, -0.254940], [3.641173, -0.747661, -0.227659], [-2.480114, 0.195004, 0.297239], [-0.469136, -0.707962, -0.984048], [-0.917775, 0.257021, 0.124336], [-0.396568, 0.076125, 1.058931], [-0.833034, -0.463680, -2.053393], [0.650467, -0.640578, -0.941357], [-2.750989, 0.625843, -0.606717], [0.797259, 1.681678, 1.107196], [-2.923934, -0.836507, 0.563733], [3.194334, -1.261951, -0.971461], [-2.777764, 0.890347, 1.096254], [-0.777660, -1.723170, -0.762564], [3.357223, -0.414266, 1.492523]],
  "forces_ev_per_a": [[-0.78, 0.09, -1.30], [-0.20, -1.71, -3.62], [0.04, 2.65, -0.88], [-0.36, -0.23, 2.29], [1.37, -0.70, 2.22], [1.02, 0.55, -0.91], [-0.99, -1.95, 0.74], [0.15, -0.89, 0.46], [0.47, -0.02, 1.88], [-0.90, -0.41, -0.49], [-1.53, 0.33, -1.77], [0.14, -0.93, 0.96], [0.98, 1.60, -0.86], [-0.81, 0.34, -0.95], [0.03, -0.22, -0.18], [0.00, -0.14, 0.13], [1.37, 1.64, 2.28]],
  "nbo_charge": [-0.2924, -0.3198, -0.1070, -0.2929, -0.6053, -0.6102, -0.1180, 0.1626, 0.2237, 0.2124, 0.2177, 0.2638, 0.2210, 0.3067, 0.2110, 0.2170, 0.3100]
}

=====

(4)
{
  "formula": "C5H12N2O",
  "method": "ωB97M-V/def2-TZVPD",
  "total_energy_ha": -382.35625,
  "e_homo_ev": -8.153,
  "max_force_ha_per_bohr": 0.0956,
  "e_above_lowest_kj_mol": 384.1,
  "lumo_energy_ev": 0.86,
  "multiplicity": 1,
  "homo_lumo_gap_ev": 9.02,
  "symbols": ["O", "N", "N", "C", "C", "C", "C", "C", "H", "H", "H", "H", "H", "H", "H", "H", "H", "H", "H", "H"],
  "coordinates": [[-0.936491, 0.866281, 0.798149], [-0.968690, -0.601878, -1.148345], [1.397303, 1.651827, 0.327243], [2.498598, 1.670576, 0.929637], [-0.305868, -0.113943, 0.108114], [0.904005, 0.433368, -0.667825], [-2.418898, -0.613066, -1.135221], [0.075835, -1.265073, 1.045558], [1.713758, -0.278615, -0.846175], [-2.790706, -0.511138, -2.156521], [3.330034, 1.014473, 0.654573], [-0.830960, -1.614500, 1.534967], [0.538686, -2.094877, 0.508835], [2.655174, 2.290222, 1.806743], [0.614464, 1.034487, -1.526650], [0.783659, -0.885726, 1.781237], [-0.088164, 1.790676, 0.739618], [-2.766954, 0.232916, -0.543147], [-2.825674, -1.538372, -0.710623], [-0.579114, -1.467635, -1.500168]],
  "forces_ev_per_a": [[1.52, 3.20, -0.37], [-1.49, 0.28, 0.43], [-1.16, -1.90, -0.73], [0.16, -0.59, -0.22], [1.40, -1.32, -1.98], [2.15, 3.63, 2.53], [-0.03, -0.40, -0.03], [-0.05, 0.27, -0.30], [-0.11, 0.13, -0.05], [-0.10, 0.01, 0.05], [-0.05, -0.07, 0.01], [0.04, -0.03, 0.16], [-0.01, -0.02, -0.04], [-0.02, 0.47, -0.15], [-0.08, -0.58, -0.04], [-0.05, -0.08, 0.22], [-1.88, -3.00, 0.13], [0.00, -0.06, -0.08], [-0.24, 0.05, 0.07], [0.00, 0.01, 0.39]],
  "nbo_charge": [-0.7737, -0.6735, -0.4636, -0.0100, 0.3801, -0.2233, -0.4161, -0.6413, 0.1975, 0.1883, 0.1520, 0.2244, 0.1931, 0.1776, 0.2305, 0.2064, 0.5080, 0.2238, 0.1601, 0.3596]
}

=====

What did the fourth record say?
{
  "formula": "C5H12N2O",
  "method": "ωB97M-V/def2-TZVPD",
  "total_energy_ha": -382.35625,
  "e_homo_ev": -8.153,
  "max_force_ha_per_bohr": 0.0956,
  "e_above_lowest_kj_mol": 384.1,
  "lumo_energy_ev": 0.86,
  "multiplicity": 1,
  "homo_lumo_gap_ev": 9.02,
  "symbols": ["O", "N", "N", "C", "C", "C", "C", "C", "H", "H", "H", "H", "H", "H", "H", "H", "H", "H", "H", "H"],
  "coordinates": [[-0.936491, 0.866281, 0.798149], [-0.968690, -0.601878, -1.148345], [1.397303, 1.651827, 0.327243], [2.498598, 1.670576, 0.929637], [-0.305868, -0.113943, 0.108114], [0.904005, 0.433368, -0.667825], [-2.418898, -0.613066, -1.135221], [0.075835, -1.265073, 1.045558], [1.713758, -0.278615, -0.846175], [-2.790706, -0.511138, -2.156521], [3.330034, 1.014473, 0.654573], [-0.830960, -1.614500, 1.534967], [0.538686, -2.094877, 0.508835], [2.655174, 2.290222, 1.806743], [0.614464, 1.034487, -1.526650], [0.783659, -0.885726, 1.781237], [-0.088164, 1.790676, 0.739618], [-2.766954, 0.232916, -0.543147], [-2.825674, -1.538372, -0.710623], [-0.579114, -1.467635, -1.500168]],
  "forces_ev_per_a": [[1.52, 3.20, -0.37], [-1.49, 0.28, 0.43], [-1.16, -1.90, -0.73], [0.16, -0.59, -0.22], [1.40, -1.32, -1.98], [2.15, 3.63, 2.53], [-0.03, -0.40, -0.03], [-0.05, 0.27, -0.30], [-0.11, 0.13, -0.05], [-0.10, 0.01, 0.05], [-0.05, -0.07, 0.01], [0.04, -0.03, 0.16], [-0.01, -0.02, -0.04], [-0.02, 0.47, -0.15], [-0.08, -0.58, -0.04], [-0.05, -0.08, 0.22], [-1.88, -3.00, 0.13], [0.00, -0.06, -0.08], [-0.24, 0.05, 0.07], [0.00, 0.01, 0.39]],
  "nbo_charge": [-0.7737, -0.6735, -0.4636, -0.0100, 0.3801, -0.2233, -0.4161, -0.6413, 0.1975, 0.1883, 0.1520, 0.2244, 0.1931, 0.1776, 0.2305, 0.2064, 0.5080, 0.2238, 0.1601, 0.3596]
}

=====

What did the third record say?
{
  "formula": "C3H10N4",
  "method": "ωB97M-V/def2-TZVPD",
  "total_energy_ha": -339.18471,
  "smiles": "[H]/N=N\\C(C)C.[H]/N=N/[H]",
  "e_homo_ev": -9.027,
  "max_force_ha_per_bohr": 0.0780,
  "e_above_lowest_kj_mol": 376.1,
  "lumo_energy_ev": 0.26,
  "multiplicity": 1,
  "homo_lumo_gap_ev": 9.29,
  "symbols": ["N", "N", "N", "N", "C", "C", "C", "H", "H", "H", "H", "H", "H", "H", "H", "H", "H"],
  "coordinates": [[0.371721, 2.184270, 0.335094], [2.819910, -0.658487, 0.726831], [-0.505109, 1.543978, -0.254940], [3.641173, -0.747661, -0.227659], [-2.480114, 0.195004, 0.297239], [-0.469136, -0.707962, -0.984048], [-0.917775, 0.257021, 0.124336], [-0.396568, 0.076125, 1.058931], [-0.833034, -0.463680, -2.053393], [0.650467, -0.640578, -0.941357], [-2.750989, 0.625843, -0.606717], [0.797259, 1.681678, 1.107196], [-2.923934, -0.836507, 0.563733], [3.194334, -1.261951, -0.971461], [-2.777764, 0.890347, 1.096254], [-0.777660, -1.723170, -0.762564], [3.357223, -0.414266, 1.492523]],
  "forces_ev_per_a": [[-0.78, 0.09, -1.30], [-0.20, -1.71, -3.62], [0.04, 2.65, -0.88], [-0.36, -0.23, 2.29], [1.37, -0.70, 2.22], [1.02, 0.55, -0.91], [-0.99, -1.95, 0.74], [0.15, -0.89, 0.46], [0.47, -0.02, 1.88], [-0.90, -0.41, -0.49], [-1.53, 0.33, -1.77], [0.14, -0.93, 0.96], [0.98, 1.60, -0.86], [-0.81, 0.34, -0.95], [0.03, -0.22, -0.18], [0.00, -0.14, 0.13], [1.37, 1.64, 2.28]],
  "nbo_charge": [-0.2924, -0.3198, -0.1070, -0.2929, -0.6053, -0.6102, -0.1180, 0.1626, 0.2237, 0.2124, 0.2177, 0.2638, 0.2210, 0.3067, 0.2110, 0.2170, 0.3100]
}